Here is an isolated molecule of C17H15F5N4O in a non-equilibrium geometry from the OMol25 dataset. Energies are from the ωB97M-V functional and the def2-TZVPD basis.

Structure (XYZ):
```
42
Properties=species:S:1:pos:R:3:forces:R:3:lowdin_charge:R:1
F -1.86816 -3.64634 4.51951 -0.1 -0.4 0.8 -0.030
F -0.65960 3.58246 1.70849 0.5 0.7 -0.5 0.086
F 1.39734 5.28489 0.87251 -0.6 0.6 -0.6 0.124
F -0.33635 6.07945 -0.28081 1.5 0.1 -0.2 0.138
F 1.67858 5.64473 -1.23767 -1.1 0.4 0.2 0.144
O 2.50531 -3.40585 1.53882 0.1 0.1 0.7 0.108
N 3.04320 -2.23597 -0.23767 0.4 1.1 -0.6 0.190
N -1.45270 -1.51825 0.88263 1.6 -0.4 0.4 0.221
N -0.41750 -2.17462 1.52463 0.6 -1.7 1.2 -0.105
N 1.19455 -1.22944 -1.35661 -1.4 0.1 0.9 0.207
C 3.38389 -1.52788 -2.42875 0.3 0.7 -1.0 -0.021
C -0.46558 3.15744 0.44441 -0.1 -0.9 -0.7 -0.185
C -1.61000 -0.09453 -1.21798 -0.2 0.5 1.2 -0.253
C 0.75713 5.26619 -0.33294 -0.2 -2.1 0.8 -0.523
C 0.23881 3.83221 -0.57812 -0.1 0.1 0.3 -0.034
C -0.26979 1.94947 -2.07266 -0.3 0.4 0.4 -0.003
C -1.77635 -3.44023 3.17761 0.8 0.9 -1.0 -0.205
C 0.45109 -1.32015 -0.27771 2.1 1.3 -2.3 -0.150
C 2.24674 -2.46914 0.81412 -1.6 -3.4 2.7 -0.423
C 2.51149 -1.65162 -1.24763 0.2 -0.1 -0.1 -0.372
C -0.99923 1.31388 -1.03772 1.4 -0.4 -1.1 -0.181
C 0.91668 -1.74150 1.06030 -1.0 1.0 -2.2 -0.088
C -1.01929 1.90161 0.20571 0.3 0.6 -0.3 0.037
C -3.11756 0.01699 -1.04877 -0.3 -0.8 0.4 -0.054
C -0.53121 -2.57044 2.92810 -0.5 0.2 -0.4 -0.115
C -0.95555 -1.03392 -0.20941 -0.5 0.9 -0.7 -0.192
C 0.36188 3.18885 -1.83071 -1.4 -0.8 1.1 0.007
H -0.24001 1.48519 -3.07096 0.2 0.3 0.6 0.121
H -3.57904 -0.96358 -1.25539 0.0 0.4 0.1 0.091
H 4.42567 -1.66066 -2.12219 -0.3 0.0 -0.1 0.085
H -1.43477 1.35817 1.02311 -0.4 -0.1 0.6 0.122
H -3.39071 0.32522 -0.02828 0.1 -0.2 -0.3 0.084
H -3.51543 0.75483 -1.73224 -0.1 0.1 -0.2 0.083
H -2.67019 -2.92328 2.84635 -0.2 0.1 -0.1 0.107
H -0.59153 -1.66231 3.50029 -0.2 0.4 0.8 0.115
H 1.19993 -0.84180 1.60502 0.0 0.5 0.3 0.189
H -1.38387 -0.46661 -2.19902 0.3 -0.1 -0.6 0.131
H 0.85842 3.69425 -2.62165 0.5 0.3 -0.5 0.106
H -1.68722 -4.36775 2.62036 0.0 -0.3 0.2 0.120
H 0.40096 -3.07631 3.22589 -0.4 0.0 -0.4 0.133
H 3.15040 -2.28732 -3.19387 -0.1 0.3 0.3 0.096
H 3.24958 -0.52633 -2.87911 0.0 -0.5 0.0 0.089
```
Forces are in eV/Å.

Computed properties:
ΔE to the lowest compared entry with this formula, charge and spin   0.0 kcal per mole
M   386.32 Da
LUMO   -0.05048 Eh
Gap between HOMO and LUMO   7.7 eV